{
  "formula": "C3H2O2S",
  "method": "wB97M-V/def2-TZVPD",
  "elements": ["C", "C", "O", "H", "H", "O", "C", "S"],
  "coordinates": [[1.5633, 0.1599, -0.1773], [1.0654, 0.4486, 0.9940], [0.4235, 0.6335, 1.9178], [1.6434, -0.8791, -0.2904], [1.7355, 0.6751, -1.0910], [-1.8114, 0.1221, -1.5945], [-2.0725, -0.3431, -0.5788], [-2.5472, -0.8168, 0.8202]],
  "nbo_charge": [-0.810, 0.730, -0.446, 0.256, 0.271, -0.452, 0.436, 0.015],
  "homo_lumo_gap_ev": 9.961,
  "relative_energy_kj_mol": 31.7,
  "lumo_energy_ev": 0.60,
  "homo_ev": -9.356,
  "smiles": "C=C=O.O=C=S"
}